[1]
This record from the Open Molecules 2025 dataset describes a structure of composition C4H8N2S2 in a non-equilibrium geometry. The level of theory is the ωB97M-V functional and the def2-TZVPD basis.

Each line ends with the Löwdin charge.
Cartesian coordinates (Å):
C: -2.39 0.37 0.53  -0.3942
C: -0.98 0.80 -0.04  -0.3393
C: -0.71 2.13 -0.27  0.0939
C: 0.19 0.02 -0.13  -0.8216
H: -2.94 -1.92 0.13  0.2069
H: -4.33 -0.03 0.12  0.1644
H: -2.26 -0.14 1.53  0.1063
H: -2.89 1.42 0.65  0.1169
H: -1.46 2.83 -0.22  0.0301
H: 0.46 2.55 -0.37  0.1404
H: 1.35 1.62 0.21  -0.0125
H: 2.65 -0.65 1.19  -0.0756
N: -3.19 -0.47 -0.41  -0.1146
N: 1.32 0.67 0.12  -0.4261
S: -0.08 -1.70 -0.08  0.5926
S: 2.94 0.01 -0.03  0.7324

## Properties
Orbital gap, Eh: 0.289
E_HOMO, eV: -8.3
Lowest unoccupied orbital energy, eV: -0.487

---

[2]
This record from the Open Molecules 2025 dataset describes a cluster of 2 separate species, C4H7N3 in total in a non-equilibrium geometry. The level of theory is the ωB97M-V functional and the def2-TZVPD basis.

Each line ends with the Löwdin charge.
Cartesian coordinates (Å):
C: -1.96 0.14 0.88  0.1677
C: -0.45 1.33 2.06  0.0384
C: -1.26 -0.51 -0.21  -0.1372
C: 1.69 -1.05 -1.91  0.6145
N: -1.77 0.99 1.72  0.2385
N: 0.08 0.06 0.06  -0.0113
N: 0.36 0.84 1.04  0.0124
H: -0.22 2.01 2.89  0.1591
H: -1.34 -1.67 -0.30  0.1552
H: -1.66 -0.27 -1.39  0.2040
H: 2.11 -1.32 -2.90  0.1190
H: 1.11 -1.72 -1.29  0.0828
H: 1.87 0.03 -1.73  0.0997
H: 1.43 1.14 1.07  0.2572

## Properties
Net charge: +2
Orbital gap (alpha / beta), Eh: 0.169 / 0.169
E_HOMO (alpha / beta), eV: -17.4 / -17.4
Lowest unoccupied orbital energy (alpha / beta), eV: -12.805 / -12.807

---

[3]
This record from the Open Molecules 2025 dataset describes a cluster of 8 separate species, C27H37FINO22PS in total in a non-equilibrium geometry. The level of theory is the ωB97M-V functional and the def2-TZVPD basis.

Each line ends with the Löwdin charge.
Cartesian coordinates (Å):
C: 0.06 -1.49 0.28  -0.0703
C: 0.11 -0.97 -1.11  -0.1976
C: 0.96 0.24 -1.76  -0.4119
P: 1.02 1.91 -0.87  0.0899
I: 0.16 3.17 -2.85  0.5164
C: 2.80 2.33 -1.44  -0.3486
C: 4.00 1.32 -1.09  -0.2302
O: 4.02 0.12 -0.54  -0.0289
F: 5.37 1.75 -1.58  -0.1166
N: 1.57 1.23 0.72  -0.1662
C: 0.65 1.72 1.66  -0.6601
S: -0.67 2.55 2.43  0.5601
H: -0.89 -1.36 0.96  0.0585
H: 1.05 -1.91 0.77  0.0629
H: -0.49 -1.67 -1.89  0.0954
H: 0.43 0.49 -2.80  0.0172
H: 1.99 -0.22 -2.09  0.0805
H: 0.96 3.19 -0.17  -0.0507
H: -0.32 1.67 -0.41  -0.0451
H: 2.69 2.51 -2.61  0.0261
H: 3.07 3.38 -0.93  0.1191
C: 7.32 0.73 -3.91  -0.1324
C: 8.34 1.79 -4.19  -0.1372
O: 8.74 1.51 -5.52  0.0582
C: 7.71 0.83 -6.11  -0.5089
O: 7.65 0.58 -7.30  0.1156
O: 6.77 0.47 -5.19  0.0700
H: 6.54 1.08 -3.22  0.1134
H: 7.76 -0.19 -3.52  0.1388
H: 7.92 2.80 -4.15  0.1392
H: 9.19 1.73 -3.51  0.1361
C: 6.88 -3.13 -8.95  -0.1388
C: 7.91 -2.08 -9.22  -0.1458
O: 8.31 -2.36 -10.55  0.0605
C: 7.28 -3.04 -11.14  -0.5190
O: 7.21 -3.29 -12.33  0.1222
O: 6.34 -3.40 -10.22  0.0606
H: 6.11 -2.79 -8.26  0.1402
H: 7.32 -4.05 -8.55  0.1329
H: 7.49 -1.07 -9.18  0.1219
H: 8.76 -2.14 -8.54  0.1378
C: -2.67 1.88 7.32  -0.1385
C: -1.42 2.48 6.76  -0.1376
O: -1.78 2.77 5.42  0.0009
C: -3.14 2.89 5.38  -0.5227
O: -3.76 3.30 4.42  0.1211
O: -3.70 2.49 6.56  0.0579
H: -2.80 2.10 8.39  0.1338
H: -2.72 0.80 7.17  0.1212
H: -1.15 3.41 7.26  0.1323
H: -0.58 1.79 6.80  0.1389
C: -5.62 -2.29 5.02  -0.1545
C: -4.67 -1.40 4.29  -0.1189
O: -3.73 -1.04 5.29  0.0540
C: -3.78 -2.01 6.25  -0.5222
O: -2.99 -2.11 7.17  0.1072
O: -4.82 -2.86 6.04  0.0638
H: -6.05 -3.06 4.38  0.1251
H: -6.44 -1.73 5.49  0.1273
H: -4.14 -1.93 3.49  0.1209
H: -5.16 -0.52 3.88  0.1474
C: 1.21 -3.38 4.13  -0.1381
C: 0.41 -3.49 5.39  -0.1399
O: -0.72 -2.69 5.12  0.0593
C: -0.86 -2.64 3.76  -0.4884
O: -1.83 -2.18 3.19  0.1281
O: 0.23 -3.17 3.14  0.0512
H: 1.78 -4.29 3.92  0.1355
H: 1.89 -2.53 4.14  0.1404
H: 0.08 -4.52 5.59  0.1345
H: 0.95 -3.11 6.26  0.1367
C: -2.80 6.14 -5.90  -0.1464
C: -1.84 7.02 -6.63  -0.1516
O: -0.91 7.39 -5.63  0.0554
C: -0.95 6.42 -4.67  -0.5351
O: -0.16 6.32 -3.75  0.0524
O: -2.00 5.56 -4.88  0.0361
H: -3.22 5.36 -6.54  0.1354
H: -3.62 6.70 -5.43  0.1336
H: -1.32 6.50 -7.43  0.1339
H: -2.33 7.91 -7.04  0.1317
C: -10.15 -4.24 6.01  -0.1412
C: -9.00 -5.14 5.69  -0.1369
O: -8.31 -4.44 4.67  0.0659
C: -8.63 -3.12 4.81  -0.5073
O: -8.08 -2.21 4.21  0.1113
O: -9.64 -2.95 5.71  0.0710
H: -10.45 -4.30 7.06  0.1374
H: -11.02 -4.43 5.37  0.1359
H: -8.33 -5.28 6.54  0.1392
H: -9.33 -6.12 5.33  0.1374

## Properties
Net charge: -1
Orbital gap, Eh: 0.209
E_HOMO, eV: -4.2
Lowest unoccupied orbital energy, eV: 1.535

---

[4]
This record from the Open Molecules 2025 dataset describes the molecule C6H15OPSSi in a non-equilibrium geometry. The level of theory is the ωB97M-V functional and the def2-TZVPD basis.

Each line ends with the Löwdin charge.
Cartesian coordinates (Å):
C: 0.19 0.82 -1.94  -0.1237
C: 0.26 2.01 0.37  -0.0909
C: 1.99 0.45 -0.26  -0.1226
C: 0.45 -2.34 -0.25  -0.2290
C: -0.99 -1.11 2.35  -0.1403
C: 0.52 0.71 -0.44  -0.6599
O: -2.75 1.19 0.81  -0.6118
Si: -0.47 -0.73 0.31  0.4810
P: -3.55 0.52 -0.23  0.4549
S: -2.38 -1.02 -0.83  0.2994
H: 0.11 -0.19 -2.52  0.1047
H: -0.62 1.43 -2.18  0.0492
H: 0.87 1.31 -2.61  0.0672
H: 0.64 2.80 -0.23  0.0688
H: 0.78 2.08 1.31  0.0886
H: -0.80 2.14 0.45  0.0347
H: 2.37 -0.19 0.60  0.1035
H: 2.39 -0.01 -1.25  0.1164
H: 2.44 1.38 -0.17  0.0419
H: 1.41 -2.63 0.20  0.0294
H: -0.38 -3.12 -0.23  0.0431
H: 0.78 -2.12 -1.26  0.0025
H: -1.87 -1.71 2.44  0.0036
H: -0.07 -1.48 2.73  -0.0155
H: -1.32 -0.19 2.83  0.0049

## Properties
Orbital gap, Eh: 0.336
E_HOMO, eV: -9.5
Lowest unoccupied orbital energy, eV: -0.380

---

[5]
This record from the Open Molecules 2025 dataset describes a structure of composition C41H23CaN15O2Se. The level of theory is the ωB97M-V functional and the def2-TZVPD basis.

Each line ends with the Löwdin charge.
Cartesian coordinates (Å):
Ca: 0.48 0.72 -0.23  1.3688
C: -5.80 -0.66 -2.91  -0.0863
C: -5.55 0.39 -3.79  -0.0938
C: -4.35 1.09 -3.75  -0.0143
C: -3.41 0.72 -2.79  -0.0991
C: -2.06 1.21 -2.55  -0.2565
N: -1.53 0.51 -1.41  0.0102
C: -2.54 -0.46 -0.95  -0.4376
N: -2.32 -1.72 -0.37  0.1383
C: -1.15 -2.16 -0.05  -0.2924
C: -0.99 -3.41 0.75  -0.1072
C: -1.91 -4.24 1.36  -0.0193
C: -1.41 -5.26 2.17  -0.0779
C: -0.03 -5.43 2.33  -0.0871
C: 0.88 -4.60 1.69  -0.0196
C: 0.37 -3.58 0.91  -0.1137
C: 1.02 -2.46 0.19  -0.2882
N: 2.33 -2.42 0.06  0.1874
C: 2.95 -1.42 -0.61  -0.2791
N: 2.48 -0.24 -0.96  0.0456
C: 3.43 0.41 -1.75  -0.2847
N: 3.28 1.45 -2.49  0.1988
C: 2.08 2.04 -2.79  -0.2927
N: 0.85 1.59 -2.46  0.0614
C: -0.07 2.32 -3.15  -0.2969
N: -1.40 2.05 -3.26  0.2116
C: 0.59 3.31 -3.94  -0.1243
C: 0.14 4.29 -4.84  -0.0430
C: 1.08 5.08 -5.47  -0.1234
C: 2.46 4.90 -5.23  -0.1232
C: 2.92 3.94 -4.36  -0.0403
C: 1.97 3.13 -3.71  -0.1222
C: 4.67 -0.40 -1.74  -0.1034
C: 5.92 -0.22 -2.30  -0.0236
C: 6.85 -1.24 -2.14  -0.1008
C: 6.54 -2.41 -1.44  -0.1011
C: 5.27 -2.59 -0.89  -0.0203
C: 4.35 -1.57 -1.05  -0.1044
N: 0.09 -1.63 -0.32  0.0520
C: -3.68 -0.31 -1.90  -0.1038
C: -4.87 -1.02 -1.95  -0.0329
H: -6.75 -1.19 -2.97  0.0930
H: -6.29 0.66 -4.53  0.0921
H: -4.13 1.89 -4.44  0.1094
H: -2.97 -4.07 1.25  0.0969
H: -2.08 -5.90 2.71  0.0979
H: 0.32 -6.20 3.00  0.0992
H: 1.95 -4.69 1.85  0.1137
H: -0.92 4.43 -5.02  0.0989
H: 0.76 5.85 -6.16  0.0822
H: 3.17 5.54 -5.74  0.0818
H: 3.97 3.80 -4.17  0.1001
H: 6.15 0.68 -2.85  0.1074
H: 7.84 -1.13 -2.55  0.0900
H: 7.29 -3.18 -1.33  0.0896
H: 5.01 -3.49 -0.35  0.1084
H: -5.05 -1.82 -1.25  0.1021
N: -0.02 0.61 2.26  -0.0588
N: -0.01 1.94 2.76  -0.0296
C: 0.51 2.99 1.96  -0.7709
O: 0.85 4.01 2.57  -0.0307
O: 0.55 2.77 0.71  -0.2196
H: -0.94 0.21 2.42  0.0550
H: 0.65 0.02 2.75  0.0115
H: 0.26 2.02 3.73  0.1146
N: -0.78 -4.80 5.83  0.0365
C: 0.14 -4.20 5.46  -0.4871
N: 1.26 -3.60 5.13  0.0178
C: 1.28 -2.56 4.33  -0.4268
N: 1.43 -1.64 3.64  0.0931
Se: -4.09 -0.86 1.72  0.8618
N: -2.27 0.70 -0.11  0.0582
C: -3.19 1.76 0.03  -0.1975
C: -2.75 3.06 -0.24  0.0042
C: -3.62 4.13 -0.07  -0.0656
C: -4.92 3.91 0.34  -0.0979
C: -5.36 2.62 0.62  -0.0425
C: -4.49 1.53 0.51  -0.3559
N: -5.03 0.29 0.86  -0.4084
H: -1.72 3.22 -0.54  0.1125
H: -3.26 5.13 -0.27  0.1047
H: -5.61 4.74 0.46  0.0928
H: -6.37 2.43 0.94  0.1045

## Properties
Net charge: -2
Orbital gap (alpha / beta), Eh: 0.164 / 0.164
E_HOMO (alpha / beta), eV: -2.0 / -2.0
Lowest unoccupied orbital energy (alpha / beta), eV: 2.493 / 2.498

---

[6]
This record from the Open Molecules 2025 dataset describes the molecule C5H8O. The level of theory is the ωB97M-V functional and the def2-TZVPD basis.

Each line ends with the Löwdin charge.
Cartesian coordinates (Å):
C: 1.40 1.86 -0.17  -0.1103
O: 1.04 0.90 0.80  -0.1759
C: 0.21 -0.14 0.33  -0.2331
C: -1.23 -0.54 0.89  -0.1451
C: -1.47 -1.60 -0.09  -0.1737
C: -1.16 -2.29 -1.04  0.1035
H: 1.41 1.46 -1.20  0.0870
H: 0.70 2.71 -0.15  0.0847
H: 2.41 2.22 0.05  0.0864
H: 0.77 -1.07 0.44  0.1225
H: 0.00 0.05 -0.72  0.1000
H: -1.26 -0.95 1.91  0.1105
H: -2.00 0.24 0.84  0.1103
H: -0.82 -2.85 -1.88  0.0333

## Properties
Orbital gap, Eh: 0.393
E_HOMO, eV: -9.7
Lowest unoccupied orbital energy, eV: 0.993

---

Question: Number 5 is which compound?
Answer: C41H23CaN15O2Se